79
Properties=species:S:1:pos:R:3:mulliken_charge:R:1 method="wB97M-V/def2-TZVPD" e_lumo_ev="-4.51 / -4.31" total_energy_ha=-8794.78483 homo_lumo_gap_ha="0.2443 / 0.2644" spin_multiplicity=2 charge=+1
Ru 0.0755 0.1324 0.1724 0.5289
C 2.1086 1.0268 -2.6187 -1.1149
Si 1.3732 1.7127 -1.0647 0.9089
C 2.5617 1.9683 0.3481 -0.7596
C 0.3244 3.2241 -1.3269 0.2719
C 0.8733 4.3867 -1.8805 -0.7215
C 0.1033 5.5269 -2.0333 -0.7364
C -1.2287 5.5184 -1.6361 -0.7343
C -1.7786 4.3729 -1.0867 -0.8270
C -1.0114 3.2135 -0.9238 0.7413
Si -1.7606 1.6512 -0.2280 1.1770
C -2.7495 2.0385 1.3046 -1.2311
C -2.7882 0.7811 -1.5166 -1.1978
H 2.7829 1.7708 -3.0551 0.4274
H 1.3353 0.8095 -3.3560 0.3444
H 2.6725 0.1141 -2.4279 0.2733
H 2.9218 2.9936 0.1990 0.5875
H 3.3946 1.2676 0.3035 0.1025
H 2.1340 1.9506 1.3501 0.0618
H 1.9113 4.4111 -2.1989 0.4026
H 0.5356 6.4212 -2.4628 0.4105
H -1.8344 6.4071 -1.7573 0.4122
H -2.8210 4.3896 -0.7853 0.3749
H -3.5934 2.6506 0.9635 0.4808
H -2.1880 2.6318 2.0264 0.3672
H -3.1751 1.1619 1.7887 0.3369
H -3.5684 1.4690 -1.8587 0.4675
H -3.2590 -0.1124 -1.1074 0.3061
H -2.2059 0.4924 -2.3937 0.2817
C 4.0833 -1.2048 0.9031 -1.0975
Ge 2.7122 -2.1987 1.8688 0.7002
C 2.1858 -3.6997 0.7405 -0.8751
C 3.3596 -2.7785 3.6159 -1.1240
Ge 0.7617 -0.7977 2.3266 -1.1203
C -0.7349 -1.8076 3.0423 0.7075
C -2.0132 -1.2892 3.2428 0.4826
C -3.0184 -2.0621 3.7997 -0.8674
C -2.7581 -3.3741 4.1742 -0.4978
C -1.4929 -3.9059 3.9872 -0.9340
C -0.4922 -3.1312 3.4150 -0.1789
C 1.1040 0.7914 3.3977 0.2045
C 0.0862 1.6476 3.8188 0.3312
C 0.3733 2.7653 4.5890 -0.9561
C 1.6838 3.0350 4.9582 -0.5200
C 2.7069 2.1880 4.5564 -0.8075
C 2.4199 1.0811 3.7712 0.1240
H 4.9549 -1.8403 0.7413 0.5360
H 4.4116 -0.3143 1.4385 0.4237
H 3.6927 -0.9136 -0.0740 0.1198
H 3.0487 -4.3460 0.5720 0.5403
H 1.8559 -3.3252 -0.2271 0.0409
H 1.3907 -4.3017 1.1759 0.3571
H 4.2607 -3.3732 3.4529 0.4883
H 2.6303 -3.3964 4.1379 0.3801
H 3.6167 -1.9361 4.2566 0.3661
H -2.2350 -0.2676 2.9683 -0.1095
H -4.0053 -1.6427 3.9471 0.4484
H -3.5403 -3.9790 4.6137 0.4039
H -1.2824 -4.9258 4.2821 0.4327
H 0.4859 -3.5736 3.2763 0.0780
H -0.9458 1.4373 3.5677 0.4477
H -0.4259 3.4210 4.9094 0.4562
H 1.9080 3.9030 5.5644 0.3975
H 3.7282 2.3912 4.8519 0.4388
H 3.2356 0.4417 3.4505 0.1932
Br -3.6344 -5.9913 -1.9189 -0.1592
C -2.0326 -5.0533 -2.2415 -0.3415
C -1.1101 -5.5589 -3.1484 -0.3367
C 0.0730 -4.8736 -3.3880 -0.8731
C 0.3371 -3.6863 -2.7271 -0.2561
C -0.5978 -3.1907 -1.8232 0.4430
C -1.7886 -3.8692 -1.5720 -0.1926
C -0.3346 -1.9412 -1.1053 0.5213
O 0.7556 -1.2888 -1.2404 -0.7429
O -1.1886 -1.4350 -0.3014 -0.8648
H -1.3205 -6.4860 -3.6641 0.4305
H 0.7869 -5.2726 -4.0956 0.4280
H 1.2536 -3.1403 -2.9039 0.4551
H -2.5005 -3.4718 -0.8622 0.5357

***

84
Properties=species:S:1:pos:R:3:mulliken_charge:R:1 method="wB97M-V/def2-TZVPD" e_lumo_ev=2.01 total_energy_ha=-2466.48356 homo_lumo_gap_ha=0.2805 charge=-1
N -4.2647 -2.9888 1.0054 -0.5393
C -4.2969 -2.2717 -0.3244 0.9565
F -3.7339 -3.2232 -1.3538 -0.3876
C -5.7873 -1.8575 -0.8630 -0.6251
C -6.9948 -2.0030 0.2351 0.4213
O -7.3347 -3.1482 0.8699 -0.4815
Cl -8.0478 -0.4905 0.6419 -0.2026
C -3.2730 -0.9578 -0.1915 0.1728
O -2.2419 -1.0783 0.6838 -0.6720
O -3.4622 0.2803 -1.0103 -0.7002
H -4.5952 -3.9767 0.9504 0.1736
H -4.7143 -2.4495 1.7769 0.2452
H -5.8370 -0.7577 -1.3236 0.3512
H -6.0686 -2.5746 -1.7682 0.2923
N -0.1006 0.2511 -1.2575 0.2199
C 0.7179 -0.2252 -2.2483 -0.6466
C 1.6112 0.7698 -2.5774 -0.8553
C 1.3251 1.8833 -1.7518 0.2935
C 0.2655 1.5343 -0.9446 -0.8725
H -0.8560 -0.2641 -0.8243 0.1894
H 0.5940 -1.2281 -2.6345 0.3961
H 2.3860 0.7007 -3.3298 0.4407
H 1.8372 2.8368 -1.7463 0.3439
H -0.2586 2.0883 -0.1773 0.5671
N -4.0846 -7.3893 1.0727 0.0153
C -3.8504 -8.1197 2.2086 -0.7413
C -2.6203 -7.7508 2.7057 0.2513
C -2.0969 -6.7589 1.8424 -0.7262
C -3.0229 -6.5530 0.8444 -0.6213
H -4.9118 -7.4563 0.4940 0.2192
H -4.5764 -8.8385 2.5641 0.3514
H -2.1512 -8.1519 3.5947 0.3151
H -1.1470 -6.2491 1.9387 0.3967
H -3.0168 -5.8857 -0.0070 0.5362
N 2.1214 5.7311 -0.7140 0.1743
C 2.3368 7.0212 -0.3045 -0.3260
C 1.5962 7.2349 0.8365 -0.7443
C 0.9147 6.0293 1.1288 -0.4168
C 1.2596 5.1169 0.1570 -0.6077
H 2.5345 5.2995 -1.5305 0.1455
H 2.9957 7.6755 -0.8595 0.4197
H 1.5525 8.1588 1.3984 0.3963
H 0.2451 5.8462 1.9592 0.4154
H 0.9652 4.0862 0.0104 0.3567
N 3.7994 3.9591 -4.1547 0.2521
C 4.6179 3.4828 -5.1455 -0.4218
C 5.5112 4.4778 -5.4746 -0.5535
C 5.2251 5.5913 -4.6490 -0.6578
C 4.1655 5.2423 -3.8418 -0.1006
H 3.0440 3.4439 -3.7215 0.1142
H 4.4940 2.4800 -5.5316 0.3809
H 6.2860 4.4087 -6.2270 0.3811
H 5.7372 6.5448 -4.6434 0.3980
H 3.6414 5.7963 -3.0745 0.2599
N -0.5728 -9.0291 5.9595 -0.0016
C -0.3416 -7.7246 6.3106 -0.4772
C 1.0109 -7.5736 6.5205 -0.3755
C 1.6175 -8.8299 6.2819 -0.3962
C 0.6168 -9.7095 5.9343 -0.4864
H -1.4792 -9.4272 5.7508 0.2323
H -1.1573 -7.0177 6.3823 0.3761
H 1.5073 -6.6573 6.8127 0.3959
H 2.6710 -9.0673 6.3550 0.3726
H 0.6491 -10.7589 5.6732 0.3597
N 1.9154 2.0996 2.5824 0.1533
C 2.1496 1.3692 3.7183 -0.5674
C 3.3797 1.7381 4.2154 -0.4061
C 3.9031 2.7301 3.3521 -0.6277
C 2.9771 2.9359 2.3542 -0.2130
H 1.0882 2.0326 2.0037 0.1996
H 1.4236 0.6504 4.0739 0.4052
H 3.8488 1.3370 5.1045 0.3724
H 4.8530 3.2399 3.4485 0.3941
H 2.9832 3.6033 1.5027 0.3167
N 0.4860 5.0561 -3.9697 0.2965
C -0.2953 5.9938 -4.5934 -0.4620
C -0.8944 5.3948 -5.6789 -0.5546
C -0.4639 4.0468 -5.7076 -0.7497
C 0.3853 3.8643 -4.6392 -0.0820
H 1.0481 5.2179 -3.1442 0.2227
H -0.3566 7.0047 -4.2133 0.4061
H -1.5696 5.8763 -6.3743 0.3715
H -0.7438 3.2904 -6.4294 0.4063
H 0.9261 2.9910 -4.2996 0.1758

***

79
Properties=species:S:1:pos:R:3:mulliken_charge:R:1 method="wB97M-V/def2-TZVPD" e_lumo_ev=-0.97 total_energy_ha=-1989.26518 homo_lumo_gap_ha=0.2133
Y 11.2822 11.1396 7.4400 -1.2020
C 12.9435 9.6674 11.5060 -0.7937
C 13.1521 10.8034 12.2534 -0.6072
C 13.0854 12.0479 11.6968 -1.2132
C 12.6249 12.1368 10.3665 0.3937
N 12.4449 11.0557 9.6281 1.8744
C 12.6030 9.8757 10.1690 -0.7186
C 12.3362 13.4160 9.6437 1.0168
C 12.3779 14.6754 10.2891 -1.0637
C 11.8140 15.8002 9.6994 -0.7487
C 11.1808 15.6716 8.4214 -0.8459
C 11.0761 14.4405 7.8426 -0.7260
C 11.5741 13.2428 8.4153 1.2238
H 12.9382 8.6880 11.9536 0.4601
H 13.4478 10.5866 13.2653 0.4131
H 13.2636 12.9710 12.2445 0.3946
H 12.2394 9.0929 9.5578 0.0662
H 12.8047 14.7701 11.2242 0.5285
H 11.8419 16.6930 10.2927 0.4338
H 10.7675 16.6104 7.9923 0.3438
H 10.5844 14.3189 6.9038 0.4980
C 15.8641 14.6646 8.0398 -0.7324
C 14.8478 14.5457 7.1168 -0.4401
C 14.1508 13.4044 6.7701 -0.4075
C 14.5683 12.2652 7.4245 0.8863
C 15.6457 12.2759 8.3351 -0.3235
C 16.2896 13.4776 8.6313 -0.6076
N 13.8861 11.0295 7.1393 0.9138
N 14.6011 10.0520 6.9980 -1.0970
C 13.8259 8.9241 6.5526 0.1492
C 14.4221 8.0704 5.6670 -0.5456
C 13.6121 7.0216 5.2293 -0.2777
C 12.3468 6.8427 5.6348 -1.0187
C 11.8153 7.8800 6.3950 0.1359
N 12.5582 8.8351 6.8647 0.2908
H 16.2535 15.6353 8.3528 0.4155
H 14.5728 15.5221 6.6610 0.2632
H 13.3878 13.4838 5.9822 0.2712
H 15.9210 11.3884 8.8646 0.4561
H 17.0385 13.5631 9.4065 0.3447
H 15.4749 8.1216 5.3963 0.5003
H 14.1066 6.2324 4.5700 0.2865
H 11.6948 6.0438 5.3671 0.5161
H 10.7342 7.8492 6.6134 0.0517
F 9.9837 11.8530 5.6655 -0.2849
C 11.2347 11.6092 5.0217 -0.2181
F 10.9256 10.3973 4.3682 -0.2623
H 11.2664 12.3307 4.1618 0.1400
C 9.0246 7.8517 9.2310 -1.6298
Si 8.9117 9.6175 8.6049 1.1542
C 7.4107 9.3987 7.3719 2.3028
C 8.0157 8.7248 6.1086 -1.9066
C 6.2222 8.5486 7.8902 -1.9217
C 6.8189 10.7026 6.8619 -1.8341
C 8.3503 10.6747 10.1358 2.5558
C 6.8872 10.3961 10.6590 -1.8562
C 9.2187 10.3526 11.3442 -2.0960
C 8.4041 12.1373 9.8555 -1.9522
H 8.2094 7.4685 9.7824 0.5892
H 9.8496 7.6302 9.9415 0.2743
H 9.1796 7.0524 8.4734 0.3697
H 8.5240 7.7835 6.3220 0.2628
H 8.7723 9.3805 5.6808 0.3211
H 7.2006 8.5816 5.3957 0.5576
H 6.4591 7.5291 8.1963 0.3302
H 5.4522 8.4359 7.1122 0.4963
H 5.7452 8.9946 8.7172 0.3474
H 7.6067 11.3880 6.6427 0.1699
H 6.1824 11.2070 7.6089 0.2816
H 6.1272 10.4937 6.0542 0.5646
H 6.7332 9.3404 11.0284 0.3061
H 6.1359 10.5287 9.8839 0.3565
H 6.6427 11.1576 11.4160 0.4805
H 9.0008 9.3466 11.6427 0.4446
H 9.1176 10.9877 12.2203 0.4394
H 10.2901 10.2924 11.0001 0.3504
H 7.7988 12.4859 8.9725 0.1639
H 9.5267 12.4372 9.7316 0.4178
H 8.0747 12.7160 10.7381 0.5261

***

Relative energy (zero: lowest compared OMol25 entry of this formula, charge and spin)? In order: 17.3, 103.6, 12.7 kcal per mole.